(1)
ORCA calculation (ωB97M-V/def2-TZVPD) on a 11-piece molecular cluster, C9H41NO10 overall.

Last column: Löwdin spin population.
Element x y z (Å)
N: -17.815 -16.751 -13.852  0.00
H: -17.498 -16.720 -14.810  0.00
H: -17.449 -17.585 -13.414  0.00
H: -18.821 -16.834 -13.880  0.00
H: -17.512 -15.903 -13.395  0.00
O: -16.880 -14.574 -12.655  0.74
H: -16.648 -13.841 -12.052  0.01
C: -12.865 -15.653 -15.421  0.00
O: -14.008 -16.422 -15.516  0.00
H: -12.042 -16.361 -15.523  0.00
H: -12.812 -14.940 -16.243  0.00
H: -12.834 -15.133 -14.463  0.00
H: -14.753 -15.827 -15.405  0.00
C: -16.276 -13.456 -15.981  0.01
O: -16.070 -14.563 -15.193  0.05
H: -17.273 -13.015 -15.949  0.00
H: -15.480 -12.744 -15.764  0.00
H: -16.116 -13.883 -16.971  0.01
H: -16.314 -14.355 -14.288  0.01
C: -20.161 -14.531 -15.640  0.00
O: -20.189 -13.370 -16.453  0.00
H: -20.622 -15.369 -16.162  0.00
H: -19.096 -14.732 -15.519  0.00
H: -20.695 -14.375 -14.703  0.00
H: -21.076 -13.004 -16.409  0.00
C: -19.722 -13.167 -11.977  0.01
O: -18.886 -12.981 -13.123  0.05
H: -19.182 -12.801 -11.104  0.00
H: -20.582 -12.499 -12.020  0.00
H: -20.045 -14.203 -11.872  0.00
H: -18.117 -13.541 -12.999  0.00
C: -15.181 -19.483 -16.036  0.00
O: -13.858 -19.288 -15.570  0.00
H: -15.882 -18.749 -15.639  0.00
H: -15.234 -19.395 -17.121  0.00
H: -15.561 -20.471 -15.778  0.00
H: -13.667 -18.349 -15.635  0.00
C: -21.428 -16.943 -12.776  0.00
O: -20.547 -17.351 -13.819  0.00
H: -21.912 -17.750 -12.224  0.00
H: -20.854 -16.403 -12.023  0.00
H: -22.189 -16.274 -13.178  0.00
H: -20.937 -18.050 -14.349  0.00
C: -17.433 -17.228 -17.862  0.00
O: -18.066 -17.694 -16.702  0.00
H: -17.352 -16.148 -17.744  0.00
H: -16.393 -17.494 -18.050  0.00
H: -18.059 -17.420 -18.734  0.00
H: -18.217 -18.637 -16.795  0.00
C: -18.241 -16.077 -10.074  0.00
O: -16.984 -16.387 -10.742  0.10
H: -18.315 -16.736 -9.209  0.00
H: -18.198 -15.039 -9.743  0.00
H: -19.092 -16.288 -10.721  0.00
H: -16.799 -15.756 -11.442  0.00
C: -16.144 -19.789 -12.018  0.00
O: -17.266 -19.487 -12.876  0.00
H: -16.161 -20.877 -12.072  0.00
H: -15.187 -19.389 -12.352  0.00
H: -16.326 -19.488 -10.986  0.00
H: -18.036 -20.006 -12.629  0.00

## Properties
Electronic energy = -1174.15577 Eh
Lowest unoccupied orbital energy (spin up / spin down) = -2.64 / -8.60 eV
Spin multiplicity = 2
Kohn-Sham gap (spin up / spin down) = 0.343 / 0.124 Ha
HOMO (spin up / spin down) = -12.0 / -12.0 eV
Charge = +1

=====

(2)
ORCA calculation (ωB97M-V/def2-TZVPD) on one molecule with the formula C25H34N4OS.

Last column: Löwdin charge in e.
Element x y z (Å)
C: -4.540 -3.686 -1.547  -0.09
H: -3.488 -3.947 -1.624  0.07
H: -4.841 -3.174 -2.457  0.06
H: -5.125 -4.598 -1.463  0.07
C: -4.761 -2.819 -0.313  -0.26
N: -3.824 -1.710 -0.254  -0.18
C: -4.128 -0.663 -1.213  -0.17
C: -3.022 0.397 -1.191  -0.16
N: -2.795 0.976 0.124  -0.19
C: -2.610 -0.092 1.091  -0.16
C: -3.733 -1.131 1.074  -0.18
H: -3.497 -1.924 1.788  0.12
H: -4.686 -0.661 1.382  0.13
H: -2.511 0.340 2.089  0.12
H: -1.675 -0.605 0.843  0.10
C: -3.785 1.984 0.495  -0.19
C: -3.402 3.366 -0.047  -0.16
C: -2.190 3.955 0.670  -0.18
N: -1.014 3.153 0.438  0.07
C: 0.207 3.689 0.229  -0.46
O: 0.413 4.890 0.252  0.06
C: 1.300 2.694 0.019  -0.13
C: 1.096 1.475 -0.607  0.03
C: 2.126 0.545 -0.778  -0.23
C: 3.394 0.887 -0.283  -0.45
C: 3.607 2.128 0.310  -0.11
C: 2.579 3.030 0.458  -0.02
H: 2.740 3.993 0.916  0.12
H: 4.600 2.359 0.665  0.10
S: 4.806 -0.176 -0.332  0.95
C: 4.022 -1.714 -0.891  -0.43
C: 3.010 -1.364 -1.976  -0.22
N: 1.870 -0.632 -1.483  -0.10
C: 0.716 -1.438 -1.116  -0.12
C: 0.937 -2.250 0.138  -0.22
C: 1.070 -3.631 0.082  -0.05
C: 1.318 -4.361 1.232  -0.08
C: 1.440 -3.715 2.450  -0.09
C: 1.307 -2.338 2.515  -0.07
C: 1.053 -1.609 1.367  -0.04
H: 0.958 -0.534 1.422  0.11
H: 1.402 -1.828 3.463  0.11
H: 1.639 -4.283 3.347  0.10
H: 1.420 -5.434 1.176  0.10
H: 0.979 -4.139 -0.868  0.11
H: -0.138 -0.776 -0.969  0.08
H: 0.489 -2.098 -1.958  0.13
H: 3.510 -0.749 -2.735  0.13
H: 2.652 -2.277 -2.457  0.12
H: 3.543 -2.199 -0.040  0.06
H: 4.821 -2.347 -1.274  0.08
H: 0.123 1.247 -1.016  0.11
H: -1.185 2.156 0.396  0.10
H: -2.395 4.011 1.748  0.12
H: -1.974 4.966 0.314  0.12
H: -3.189 3.300 -1.115  0.11
H: -4.250 4.040 0.087  0.11
H: -4.791 1.726 0.135  0.11
H: -3.829 2.038 1.585  0.12
H: -3.259 1.194 -1.897  0.12
H: -2.091 -0.081 -1.509  0.11
H: -4.173 -1.096 -2.212  0.12
H: -5.108 -0.196 -0.998  0.12
H: -4.591 -3.431 0.576  0.11
H: -5.809 -2.468 -0.284  0.12

## Properties
Energy relative to the best compared isomer or geometry (same formula, charge and spin) = 123.1 kJ/mol
Electronic energy = -1665.50844 Eh
Lowest unoccupied orbital energy = 0.64 eV
Kohn-Sham gap = 0.302 Ha
HOMO = -7.6 eV
Charge = 0

=====

(3)
ORCA calculation (ωB97M-V/def2-TZVPD) on C16H10BrF5OSr as an isolated structure.

Last column: Löwdin charge in e.
Element x y z (Å)
C: -2.040 -0.437 -1.133  -0.31
C: -2.110 -0.983 0.196  -0.23
C: -2.467 0.078 1.060  -0.20
H: -2.033 -2.040 0.455  0.08
C: -2.605 1.270 0.295  -0.19
C: -2.293 0.967 -1.057  -0.23
H: -2.282 1.658 -1.905  0.07
H: -2.037 -1.037 -2.048  0.07
H: -2.621 -0.018 2.131  0.07
H: -2.947 2.232 0.684  0.06
Sr: 0.858 -0.166 -0.775  1.14
Br: 2.278 -2.580 -0.539  -0.41
C: 2.355 0.941 -4.255  -0.24
C: 1.270 1.737 -4.739  -0.23
C: 0.295 0.862 -5.301  -0.22
H: 1.211 2.820 -4.705  0.04
C: 0.775 -0.477 -5.177  -0.21
C: 2.024 -0.434 -4.476  -0.23
H: 2.635 -1.295 -4.191  0.06
H: 3.296 1.327 -3.853  0.05
H: -0.640 1.161 -5.762  0.05
H: 0.289 -1.366 -5.589  0.05
F: -0.097 -0.825 6.825  0.06
C: 0.259 -0.603 5.539  -0.17
C: 0.725 0.663 5.165  -0.16
F: 0.876 1.601 6.130  0.07
C: 1.001 0.924 3.837  -0.15
F: 1.424 2.145 3.451  0.07
C: 0.868 -0.077 2.832  -0.32
O: 1.131 0.126 1.597  -0.28
C: 0.433 -1.362 3.288  -0.15
F: 0.402 -2.373 2.405  0.06
C: 0.106 -1.617 4.597  -0.16
F: -0.340 -2.824 5.016  0.08

## Properties
Energy relative to the best compared isomer or geometry (same formula, charge and spin) = 53.2 kJ/mol
Electronic energy = -3795.06868 Eh
Lowest unoccupied orbital energy = 4.70 eV
Kohn-Sham gap = 0.224 Ha
HOMO = -1.4 eV
Charge = -2

=====

(4)
ORCA calculation (ωB97M-V/def2-TZVPD) on a 4-piece molecular cluster, C3H15NO3 overall.

Last column: Löwdin charge in e.
Element x y z (Å)
C: -0.663 -2.379 -0.604  -0.16
N: -1.208 -1.066 -0.849  -0.33
C: -1.953 -0.473 0.308  -0.08
C: -0.287 -0.257 -1.809  -0.05
H: -1.381 -3.003 -0.142  0.05
H: 0.342 -2.376 -0.037  0.08
H: -0.412 -2.770 -1.623  0.09
H: -1.676 -1.021 1.195  0.06
H: -1.901 0.663 0.316  0.09
H: -2.988 -0.704 -0.031  0.08
H: -0.970 0.598 -2.087  0.08
H: 0.133 -0.724 -2.678  0.07
H: 0.220 0.348 -1.127  0.02
H: 1.763 1.828 2.436  0.03
H: 0.703 1.148 1.395  0.00
O: 1.331 1.063 2.096  -0.03
H: -0.095 3.298 0.914  0.03
H: 0.455 3.480 -0.533  0.03
O: -0.330 3.540 0.001  -0.06
H: 3.063 -1.677 0.238  0.03
H: 1.902 -1.069 1.207  0.05
O: 2.308 -1.104 0.300  -0.08

## Properties
Energy relative to the best compared isomer or geometry (same formula, charge and spin) = 302.1 kJ/mol
Electronic energy = -403.67220 Eh
Lowest unoccupied orbital energy = 0.38 eV
Kohn-Sham gap = 0.284 Ha
HOMO = -7.3 eV
Charge = 0

=====

(5)
ORCA calculation (ωB97M-V/def2-TZVPD) on one molecule with the formula C2H3ClFNS.

Last column: Löwdin charge in e.
Element x y z (Å)
C: 0.110 0.414 0.791  -0.30
C: 1.003 0.172 -0.393  -0.70
H: -3.006 -0.300 -0.300  -0.19
H: 0.599 0.667 1.713  0.11
H: 0.456 -0.025 -1.347  0.06
N: -1.079 -0.059 0.838  -0.33
F: 1.884 1.173 -0.652  -0.02
S: -1.812 -0.595 -0.600  0.78
Cl: 1.846 -1.446 -0.049  0.57

## Properties
Energy relative to the best compared isomer or geometry (same formula, charge and spin) = 131.8 kJ/mol
Electronic energy = -1090.95634 Eh
Lowest unoccupied orbital energy = 0.08 eV
Kohn-Sham gap = 0.353 Ha
HOMO = -9.5 eV
Charge = 0

=====

(6)
ORCA calculation (ωB97M-V/def2-TZVPD) on an isolated ion of composition C3H2FO3 and charge -1.

Last column: Löwdin charge in e.
Element x y z (Å)
C: -3.002 -0.712 0.043  -0.72
C: -0.035 0.126 0.239  -0.10
C: -2.385 0.713 0.102  -0.24
O: -4.204 -0.890 0.214  -0.04
O: -2.142 -1.567 -0.172  -0.05
O: -1.101 0.923 0.074  -0.05
F: -2.939 1.895 -0.203  0.06
H: -0.060 -1.027 0.394  0.07
H: 0.941 0.701 0.582  0.06

## Properties
Energy relative to the best compared isomer or geometry (same formula, charge and spin) = 418.1 kJ/mol
Electronic energy = -441.03619 Eh
Lowest unoccupied orbital energy (spin up / spin down) = 4.20 / 4.20 eV
Kohn-Sham gap (spin up / spin down) = 0.264 / 0.283 Ha
HOMO (spin up / spin down) = -3.0 / -3.5 eV
Charge = -1

=====

(7)
ORCA calculation (ωB97M-V/def2-TZVPD) on one molecule with the formula C20H20O5.

Last column: Löwdin charge in e.
Element x y z (Å)
O: -1.728 -2.157 1.855  0.11
O: 0.118 2.404 0.976  0.13
O: 5.365 0.896 -1.998  0.06
O: 0.195 -3.470 0.490  0.08
O: -2.827 2.321 0.867  -0.08
C: -1.493 -1.173 1.180  -0.27
C: -0.478 1.391 0.650  -0.26
C: 4.199 0.679 -1.597  -0.32
C: 3.267 1.778 -1.568  0.02
C: -1.951 1.232 0.815  -0.09
C: 2.033 1.600 -1.021  0.02
C: -2.441 -0.032 1.101  -0.02
C: 1.844 -2.019 -0.295  0.05
C: 0.619 -2.186 0.307  -0.22
C: -0.138 -1.043 0.616  -0.01
C: 0.339 0.246 0.210  0.00
C: 1.586 0.346 -0.485  -0.08
C: 2.376 -0.801 -0.720  -0.08
C: -2.583 3.435 0.048  -0.07
C: -4.331 0.226 2.782  -0.04
C: -4.843 0.194 0.257  -0.06
C: 4.715 -1.487 -0.380  -0.01
C: 3.718 -1.566 -2.694  0.00
C: -3.920 -0.312 1.391  -0.34
C: 3.761 -0.772 -1.358  -0.39
H: -0.493 -3.461 1.197  0.11
H: 3.585 2.753 -1.881  0.12
H: 1.439 2.494 -0.976  0.11
H: 2.369 -2.927 -0.595  0.13
H: -1.884 4.128 0.521  0.09
H: -3.529 3.942 -0.098  0.09
H: -2.172 3.145 -0.915  0.10
H: -3.694 -0.231 3.523  0.08
H: -5.347 -0.074 3.002  0.08
H: -4.259 1.295 2.845  0.07
H: -5.012 1.277 0.267  0.07
H: -5.817 -0.294 0.419  0.08
H: -4.450 -0.154 -0.721  0.09
H: 5.732 -1.174 -0.522  0.08
H: 4.435 -1.275 0.662  0.10
H: 4.683 -2.557 -0.524  0.08
H: 4.684 -1.541 -3.145  0.08
H: 2.995 -1.063 -3.321  0.09
H: 3.410 -2.610 -2.567  0.09
H: -4.078 -1.402 1.404  0.13

## Properties
Energy relative to the best compared isomer or geometry (same formula, charge and spin) = 169.2 kJ/mol
Electronic energy = -1150.28959 Eh
Lowest unoccupied orbital energy = -1.44 eV
Kohn-Sham gap = 0.267 Ha
HOMO = -8.7 eV
Charge = 0